Entry from the OMol25 dataset: a structure of composition C35H71AlCaCl5F5MgN3O10S at a distorted geometry (the ωB97M-V functional and the def2-TZVPD basis).

The total energy comes out at -179901.8275 eV.

Structure (ORCA input):
```
! RIJCOSX wB97M-V def2-TZVPD def2/J DEFGRID3
* xyz 1 1
C -6.336 -2.384 1.102
C -5.132 -1.440 1.280
C -4.980 -0.441 0.111
O -3.872 -0.875 -0.712
C -3.001 0.107 -1.071
O -3.372 0.575 -2.386
S -2.640 1.976 -2.697
O -2.788 2.332 -4.058
O -3.153 2.919 -1.760
C -0.880 1.652 -2.440
C -0.040 2.933 -2.522
C -0.439 4.062 -1.536
C -1.073 5.227 -2.326
C -1.727 6.259 -1.385
C 0.024 5.974 -3.119
C -0.576 0.780 -1.191
C 0.913 0.331 -1.181
C 1.625 0.609 0.167
O 1.647 1.986 0.511
C 1.661 2.224 1.894
O 2.640 2.631 2.428
C 0.377 1.987 2.744
C 0.677 0.825 3.757
C -1.578 -0.443 -1.237
C -1.234 -1.570 -0.254
C -0.803 -2.820 -1.055
H -6.086 -3.145 0.363
H -6.541 -2.871 2.053
H -7.186 -1.796 0.761
H -5.125 -0.937 2.245
H -4.228 -2.073 1.273
H -4.825 0.545 0.561
H -5.894 -0.369 -0.478
H -2.963 0.947 -0.360
H -0.578 1.022 -3.286
H -0.150 3.307 -3.541
H 1.024 2.736 -2.397
H 0.459 4.479 -1.074
H -1.125 3.733 -0.754
H -1.841 4.838 -2.999
H -0.950 6.976 -1.100
H -2.147 5.791 -0.495
H -2.474 6.856 -1.909
H -0.326 6.957 -3.432
H 0.307 5.421 -4.017
H 0.870 6.096 -2.441
H -0.711 1.347 -0.254
H 1.508 0.836 -1.939
H 1.017 -0.741 -1.375
H 1.155 0.105 1.032
H 2.643 0.209 0.133
H 0.056 2.895 3.241
H -0.377 1.636 2.014
H 0.266 -0.095 3.329
H 0.197 0.949 4.725
H 1.746 0.725 3.934
H -1.523 -0.856 -2.245
H -2.119 -1.888 0.464
H -0.327 -1.329 0.370
H -1.677 -3.366 -1.408
H -0.159 -3.486 -0.478
H -0.231 -2.513 -1.930
F -3.278 0.692 5.489
Al -3.248 -0.932 5.080
F -1.965 -1.165 3.911
F -4.708 -1.390 4.362
F -2.940 -1.873 6.426
Ca -0.839 -0.850 1.753
C -7.173 -4.195 5.764
O -7.907 -4.768 4.976
N -7.303 -4.332 7.120
N -6.164 -3.372 5.358
H -6.711 -3.870 7.784
H -8.035 -4.930 7.452
H -6.046 -3.251 4.373
H -5.546 -2.887 5.980
C 3.742 -2.225 5.916
C 4.525 -1.080 5.253
N 4.619 0.125 6.067
C 5.119 1.268 5.312
C 6.559 1.217 4.789
C 5.166 0.018 7.413
C 6.605 -0.477 7.586
H 2.743 -1.888 6.204
H 3.634 -3.053 5.213
H 4.241 -2.630 6.805
H 3.992 -0.810 4.335
H 5.510 -1.470 4.941
H 4.992 2.169 5.916
H 4.455 1.411 4.450
H 7.285 1.391 5.581
H 6.706 2.005 4.049
H 6.794 0.268 4.304
H 4.499 -0.628 7.993
H 5.085 0.993 7.897
H 6.841 -1.326 6.950
H 6.762 -0.794 8.619
H 7.332 0.308 7.383
C -8.430 0.853 -2.286
Cl -8.923 -0.458 -1.208
Cl -6.667 0.825 -2.478
Cl -9.192 0.639 -3.860
Cl -8.917 2.400 -1.595
C 3.814 -2.218 -5.145
C 4.683 -2.927 -4.106
C 4.016 -2.516 -2.805
O 2.617 -2.334 -3.098
C 2.432 -2.337 -4.526
H 3.872 -2.657 -6.139
H 4.101 -1.174 -5.220
H 4.613 -4.010 -4.238
H 5.734 -2.648 -4.147
H 4.412 -1.560 -2.445
H 4.108 -3.260 -1.988
H 1.949 -3.281 -4.802
H 1.775 -1.515 -4.807
F 4.875 -1.556 0.022
Mg 6.107 -3.602 6.461
O 3.156 0.035 -6.788
C 2.201 -0.074 -7.511
O 2.394 -0.417 -8.791
C 1.334 -0.755 -9.695
C 0.736 0.476 -10.341
C 0.802 0.254 -7.038
H 0.583 -1.372 -9.198
H 1.792 -1.381 -10.458
H 0.279 1.137 -9.604
H -0.025 0.194 -11.069
H 1.511 1.050 -10.849
H 0.644 1.329 -7.124
H 0.716 -0.036 -5.994
H 0.016 -0.270 -7.577
Cl 3.915 -2.865 -0.004
*
```

---

Entry from the OMol25 dataset: a cluster of 6 separate species, C35H74BBr3F3N2O15S in total at a distorted geometry (the ωB97M-V functional and the def2-TZVPD basis).

The total energy comes out at -300964.4450 eV.

Structure (ORCA input):
```
! RIJCOSX wB97M-V def2-TZVPD def2/J DEFGRID3
* xyz -1 1
C -5.349 0.134 -1.300
C -3.951 0.304 -2.203
C -2.756 0.570 -1.063
N -1.418 0.064 -1.548
B -0.257 0.528 -0.679
C 0.484 1.619 -1.644
Br 2.074 0.640 -2.467
C 1.112 2.937 -0.912
C 2.400 2.620 0.086
Br -0.276 4.140 -0.042
O -0.760 0.891 0.657
C -0.478 -0.051 1.792
C -1.965 -0.546 2.367
C -2.981 0.694 2.707
C -3.044 1.126 4.292
F -2.418 2.423 4.746
C -3.732 0.344 5.367
F -4.793 1.063 6.162
F -3.489 -1.076 5.708
C 0.268 0.949 2.850
C 0.859 0.240 4.201
O 2.210 0.289 4.373
Br -0.184 -0.646 5.657
C 0.376 -1.155 0.934
N -0.445 -2.312 0.324
S 1.777 -2.107 1.743
C 1.231 -3.022 3.329
O 3.083 -1.293 1.931
O 2.144 -3.265 0.735
O 0.813 -0.471 -0.328
H -5.488 1.065 -0.566
H -6.309 0.040 -1.976
H -5.281 -0.810 -0.578
H -4.006 1.279 -2.854
H -3.677 -0.663 -2.806
H -2.696 1.744 -0.921
H -3.153 0.068 -0.081
H -1.404 -0.962 -1.730
H -0.190 1.931 -2.569
H 1.568 3.612 -1.784
H 3.422 3.043 -0.350
H 2.199 3.260 1.071
H 2.491 1.497 0.402
H -1.851 -1.259 3.316
H -2.514 -1.226 1.554
H -2.808 1.666 2.079
H -4.077 0.312 2.427
H 1.159 1.472 2.302
H -0.468 1.823 3.187
H 0.010 -2.564 -0.605
H -0.452 -3.139 0.959
H 1.321 -4.190 3.200
H 1.777 -2.598 4.275
H 0.068 -2.812 3.498
C 2.053 -6.252 0.388
O 0.726 -6.571 0.796
C 0.352 -7.905 0.440
C 0.484 -8.861 1.632
O 1.845 -9.005 2.039
C 2.160 -8.196 3.169
H 2.373 -5.362 0.937
H 2.756 -7.062 0.602
H 2.063 -6.030 -0.681
H 0.943 -8.259 -0.415
H -0.697 -7.872 0.129
H 0.135 -9.852 1.324
H -0.143 -8.534 2.471
H 1.782 -8.674 4.078
H 1.746 -7.190 3.084
H 3.248 -8.117 3.240
C -7.100 -1.636 2.321
O -7.565 -0.407 1.773
C -8.955 -0.186 2.035
C -9.156 0.767 3.220
O -8.685 0.193 4.440
C -7.391 0.668 4.797
H -6.007 -1.604 2.350
H -7.468 -1.801 3.338
H -7.411 -2.464 1.680
H -9.475 -1.137 2.204
H -9.381 0.274 1.138
H -10.229 0.948 3.343
H -8.676 1.737 3.033
H -7.475 1.665 5.238
H -6.713 0.702 3.942
H -6.971 -0.012 5.544
C 4.783 -1.190 -1.229
O 5.515 -0.640 -2.320
C 6.929 -0.678 -2.100
C 7.577 -1.862 -2.828
O 7.135 -3.110 -2.293
C 6.111 -3.705 -3.085
H 3.768 -1.404 -1.575
H 5.226 -2.121 -0.862
H 4.733 -0.462 -0.417
H 7.155 -0.704 -1.027
H 7.341 0.252 -2.506
H 8.660 -1.813 -2.675
H 7.392 -1.811 -3.908
H 6.556 -4.179 -3.964
H 5.360 -2.979 -3.401
H 5.617 -4.473 -2.483
C 7.033 5.533 -5.145
O 6.825 4.652 -4.045
C 7.037 3.281 -4.397
C 8.426 2.799 -3.960
O 9.463 3.478 -4.669
C 10.034 4.538 -3.907
H 7.151 6.546 -4.752
H 7.932 5.276 -5.714
H 6.162 5.508 -5.803
H 6.889 3.129 -5.474
H 6.278 2.694 -3.870
H 8.516 1.735 -4.200
H 8.557 2.906 -2.876
H 10.733 4.126 -3.173
H 9.276 5.134 -3.397
H 10.585 5.191 -4.590
C -3.943 6.618 -2.702
O -5.269 6.299 -2.294
C -5.643 4.964 -2.650
C -5.512 4.009 -1.458
O -4.150 3.864 -1.051
C -3.836 4.673 0.079
H -3.623 7.507 -2.153
H -3.240 5.807 -2.488
H -3.932 6.840 -3.771
H -5.053 4.610 -3.505
H -6.693 4.997 -2.961
H -5.861 3.018 -1.766
H -6.139 4.335 -0.619
H -4.213 4.196 0.988
H -4.250 5.679 -0.006
H -2.747 4.752 0.150
*
```